Entry 1:
Formula: C8H10CrN2O3
Source: OMol25
Level of theory: the ωB97M-V functional and the def2-TZVPD basis

Positions of all 24 atoms, in Å:
C -1.021 0.562 -2.254
C 0.311 1.059 -2.239
C 0.412 2.067 -1.216
C -0.891 2.167 -0.565
C -1.765 1.232 -1.225
Cr 0.038 0.129 -0.113
C 1.672 -0.995 0.532
C 0.738 -2.156 0.182
C 1.317 -3.357 -0.228
N -0.481 -1.733 0.445
H 1.244 2.758 -1.085
H 1.088 0.839 -2.979
H -1.179 2.943 0.146
H -2.844 1.160 -1.069
H -1.423 -0.120 -3.014
H 2.652 -0.919 0.037
H -1.290 -2.284 0.732
H 1.712 -0.777 1.607
H 2.401 -3.345 -0.300
H 0.742 -4.267 -0.514
O -1.733 2.149 3.445
N -0.876 1.253 3.302
O -0.682 0.360 4.151
O -0.141 1.274 2.222

- charge = -1
- multiplicity = 4
- energy (eV) = -45998.1003
- orbital gap (spin up / spin down) (eV) = 6.58 / 6.91
- ⟨S²⟩ = 3.88
- relative energy (zero: lowest compared OMol25 entry of this formula, charge and spin) (eV) = 0.4919

Listed below, in e, are the Löwdin charges computed for each atom:
1. C -0.15
2. C -0.18
3. C -0.18
4. C -0.17
5. C -0.15
6. Cr 0.83
7. C -0.16
8. C -0.64
9. C -0.04
10. N -0.06
11. H 0.11
12. H 0.11
13. H 0.11
14. H 0.11
15. H 0.11
16. H 0.04
17. H 0.07
18. H 0.05
19. H 0.01
20. H 0.02
21. O -0.06
22. N -0.58
23. O -0.04
24. O -0.15

Entry 2:
Formula: C8H10CuN2Se
Source: OMol25
Level of theory: the ωB97M-V functional and the def2-TZVPD basis

Positions of all 22 atoms, in Å:
C -0.833 1.241 -2.175
C 0.468 0.887 -1.694
C 0.638 1.475 -0.400
C -0.565 2.174 -0.073
C -1.471 2.026 -1.163
Cu 0.511 -1.559 0.951
N -2.776 0.853 1.180
C 0.582 -2.482 -0.560
C 1.941 -2.202 -0.318
H 1.510 1.363 0.244
H 1.185 0.242 -2.204
H -0.756 2.689 0.867
H -2.488 2.402 -1.208
H -1.267 0.935 -3.128
H 2.380 -1.350 -0.839
H 0.175 -3.488 -0.397
H -2.429 -0.126 1.160
H 2.630 -2.911 0.145
H 0.138 -1.950 -1.413
Se 0.210 0.509 5.116
C 0.112 -0.134 3.501
N 0.108 -0.594 2.406

- charge = -2
- multiplicity = 2
- energy (eV) = -121416.4376
- orbital gap (spin up / spin down) (eV) = 3.14 / 2.34
- ⟨S²⟩ = 0.81
- relative energy (zero: lowest compared OMol25 entry of this formula, charge and spin) (eV) = 2.1197

Listed below, in e, are the Löwdin charges computed for each atom:
1. C -0.24
2. C -0.28
3. C -0.25
4. C -0.24
5. C -0.25
6. Cu 0.48
7. N -0.29
8. C -0.25
9. C -0.11
10. H 0.04
11. H 0.03
12. H 0.04
13. H 0.03
14. H 0.03
15. H 0.06
16. H 0.06
17. H -0.36
18. H 0.05
19. H 0.07
20. Se 0.38
21. C -0.97
22. N -0.04

Entry 3:
Formula: C8H10F2S
Source: OMol25
Level of theory: the ωB97M-V functional and the def2-TZVPD basis

Positions of all 21 atoms, in Å:
C 3.153 0.685 1.274
C 2.307 -0.445 1.497
C 3.168 1.161 0.005
C 1.777 -0.894 0.292
C -0.962 -0.828 -2.021
C -1.192 0.346 0.148
C -1.087 -0.974 -0.554
C 0.695 -1.862 0.193
F 0.974 -2.913 -0.643
F 0.362 -2.328 1.448
S 2.189 0.119 -1.010
H 3.883 0.890 2.069
H 2.134 -0.919 2.402
H 3.565 2.006 -0.580
H -0.754 -1.731 -2.423
H -1.949 -0.635 -2.538
H -0.303 0.000 -2.258
H -0.319 0.604 0.705
H -1.457 1.093 -0.553
H -2.008 0.425 0.964
H -1.707 -1.815 -0.275

- energy (eV) = -24725.9375
- orbital gap (eV) = 9.22
- relative energy (zero: lowest compared OMol25 entry of this formula, charge and spin) (eV) = 2.2959

Listed below, in e, are the Löwdin charges computed for each atom:
1. C -0.19
2. C -0.09
3. C -0.36
4. C -0.50
5. C -0.12
6. C -0.10
7. C -0.22
8. C -0.38
9. F 0.05
10. F 0.05
11. S 1.06
12. H 0.11
13. H 0.09
14. H 0.07
15. H 0.03
16. H 0.11
17. H 0.05
18. H 0.05
19. H 0.06
20. H 0.11
21. H 0.11

Entry 4:
Formula: C8H10F3NNiO3S
Source: OMol25
Level of theory: the ωB97M-V functional and the def2-TZVPD basis

Positions of all 27 atoms, in Å:
C -1.190 2.333 -3.091
C 0.212 2.229 -3.405
C 0.942 2.147 -2.167
C -0.008 2.198 -1.086
C -1.328 2.321 -1.655
Ni -0.425 0.493 -2.314
N -1.160 -2.413 0.421
C -0.703 -3.658 0.461
C -0.157 -2.571 -0.579
H 2.018 2.165 -2.064
H 0.647 2.318 -4.394
H 0.240 2.227 -0.037
H -2.245 2.476 -1.104
H -1.985 2.510 -3.809
H -0.502 -2.678 -1.604
H -1.359 -4.428 0.046
H -1.025 -1.715 1.187
H 0.807 -2.097 -0.373
H -0.033 -3.946 1.274
F 0.561 -0.965 4.581
C 1.083 0.084 3.895
F 0.558 1.228 4.397
F 2.424 0.099 4.091
S 0.717 -0.062 2.073
O 1.382 -1.313 1.712
O -0.755 -0.142 2.020
O 1.284 1.161 1.523

- charge = -2
- multiplicity = 3
- energy (eV) = -76117.6850
- orbital gap (spin up / spin down) (eV) = 3.04 / 5.24
- ⟨S²⟩ = 2.01
- relative energy (zero: lowest compared OMol25 entry of this formula, charge and spin) (eV) = 0.0000

Listed below, in e, are the Löwdin charges computed for each atom:
1. C -0.27
2. C -0.28
3. C -0.24
4. C -0.22
5. C -0.24
6. Ni 0.09
7. N -0.11
8. C -0.26
9. C -0.19
10. H 0.07
11. H 0.06
12. H 0.05
13. H 0.07
14. H 0.06
15. H 0.03
16. H 0.06
17. H 0.06
18. H 0.06
19. H 0.08
20. F 0.09
21. C -0.63
22. F 0.09
23. F 0.08
24. S 0.49
25. O -0.33
26. O -0.35
27. O -0.33

Entry 5:
Formula: C8H10FO7PS
Source: OMol25
Level of theory: the ωB97M-V functional and the def2-TZVPD basis

Positions of all 28 atoms, in Å:
C 3.756 -0.698 -0.055
C 3.081 0.625 -0.153
O 3.402 1.515 -0.886
O 2.026 0.769 0.735
C 1.130 1.758 0.373
O 1.219 2.862 0.811
C 0.073 1.364 -0.620
C -0.952 0.287 -0.246
P -0.370 -1.471 -0.214
O 0.669 -1.593 1.007
O -1.604 -2.346 0.330
S 0.302 -2.051 -1.903
C -1.983 0.297 -1.442
O -1.792 0.685 -2.545
O -3.171 -0.159 -0.990
C -3.267 -0.005 0.429
C -1.965 0.696 0.816
F -1.583 0.494 2.132
H 3.074 -1.478 0.257
H 4.191 -0.946 -1.017
H 4.553 -0.630 0.686
H 0.550 1.101 -1.566
H -0.497 2.271 -0.806
H 0.554 -2.464 1.412
H -1.698 -2.245 1.289
H -3.399 -0.989 0.867
H -4.143 0.591 0.669
H -2.156 1.759 0.629

- energy (eV) = -45634.2941
- orbital gap (eV) = 9.59

Listed below, in e, are the Löwdin charges computed for each atom:
1. C 0.03
2. C -0.48
3. O 0.15
4. O 0.07
5. C -0.43
6. O 0.19
7. C -0.04
8. C -0.32
9. P 0.23
10. O -0.19
11. O -0.18
12. S 0.40
13. C -0.50
14. O 0.17
15. O 0.05
16. C -0.08
17. C -0.26
18. F 0.03
19. H 0.06
20. H 0.10
21. H 0.10
22. H 0.14
23. H 0.14
24. H 0.09
25. H 0.09
26. H 0.12
27. H 0.14
28. H 0.17

Entry 6:
Formula: C8H10I2O5
Source: OMol25
Level of theory: the ωB97M-V functional and the def2-TZVPD basis

Positions of all 25 atoms, in Å:
C 1.460 -4.124 1.086
C 1.338 -2.637 1.156
I 3.004 -1.606 0.422
C 0.256 -2.038 1.631
I -0.006 0.058 1.716
O -0.816 -2.747 2.126
C -1.520 -3.460 1.205
O -1.581 -3.242 0.028
O -2.216 -4.429 1.820
H 1.329 -4.433 0.054
H 0.697 -4.624 1.658
H 2.450 -4.434 1.382
H -1.745 -4.659 2.625
O -0.629 3.052 1.133
C -0.466 3.171 -0.047
O -0.867 2.240 -0.935
C -0.444 2.599 -2.262
C -0.230 4.106 -2.216
C 0.220 4.313 -0.770
H 0.474 2.053 -2.488
H -1.214 2.299 -2.968
H 0.478 4.461 -2.961
H -1.178 4.619 -2.382
H 1.298 4.195 -0.654
H -0.093 5.268 -0.360

- energy (eV) = -34896.5851
- orbital gap (eV) = 9.00

Listed below, in e, are the Löwdin charges computed for each atom:
1. C -0.14
2. C -0.81
3. I 0.86
4. C -0.82
5. I 1.02
6. O -0.04
7. C -0.61
8. O 0.16
9. O 0.16
10. H 0.09
11. H 0.07
12. H 0.06
13. H 0.12
14. O 0.03
15. C -0.53
16. O -0.01
17. C -0.15
18. C -0.15
19. C -0.07
20. H 0.13
21. H 0.13
22. H 0.11
23. H 0.12
24. H 0.13
25. H 0.13

Entry 7:
Formula: C8H10INO4
Source: OMol25
Level of theory: the ωB97M-V functional and the def2-TZVPD basis

Positions of all 24 atoms, in Å:
C 0.406 -1.471 -0.778
C 1.110 -0.178 1.333
C -0.158 -0.088 -1.167
C 0.079 0.910 1.047
C 1.189 -1.355 0.457
C -0.953 0.450 0.013
C -1.673 1.739 -0.388
C -1.974 -0.598 0.659
N 3.081 -0.362 -1.028
O 0.311 -2.444 -1.531
O 1.882 -0.152 2.222
O 2.768 0.567 -1.633
O 3.943 -1.111 -0.906
I 2.330 -3.031 1.020
H 0.661 0.603 -1.234
H -0.644 -0.145 -2.168
H -0.594 1.157 1.933
H 0.430 1.923 0.862
H -2.134 2.082 0.557
H -2.535 1.491 -1.027
H -1.041 2.526 -0.721
H -1.536 -1.580 0.709
H -2.855 -0.593 0.097
H -2.094 -0.341 1.671

- energy (eV) = -26233.1402
- orbital gap (spin up / spin down) (eV) = 7.37 / 7.91
- relative energy (zero: lowest compared OMol25 entry of this formula, charge and spin) (eV) = 4.1193

Listed below, in e, are the Löwdin charges computed for each atom:
1. C -0.49
2. C -0.48
3. C -0.08
4. C -0.07
5. C -0.51
6. C -0.53
7. C -0.05
8. C 0.02
9. N -0.25
10. O 0.05
11. O 0.07
12. O 0.15
13. O 0.10
14. I 1.06
15. H 0.09
16. H 0.15
17. H 0.15
18. H 0.13
19. H 0.09
20. H 0.10
21. H 0.08
22. H 0.08
23. H 0.07
24. H 0.07

Entry 8:
Formula: C8H10N2
Source: OMol25
Level of theory: the ωB97M-V functional and the def2-TZVPD basis

Positions of all 20 atoms, in Å:
C -1.865 2.056 -0.350
C -2.887 1.292 0.320
C -0.858 1.173 -0.557
C -2.440 -0.063 0.363
C 3.409 -1.243 -0.016
C -0.470 -2.218 0.258
C 3.096 1.138 -0.072
C -0.220 -1.062 -0.363
N 3.314 -0.066 0.113
N -1.236 -0.093 -0.264
H -1.822 3.004 -0.798
H -3.868 1.571 0.514
H 0.011 1.408 -1.066
H -2.809 -0.964 0.790
H 3.523 -2.099 0.617
H 0.296 -3.074 0.396
H -1.346 -2.391 0.721
H 3.809 1.893 -0.341
H 2.083 1.413 -0.157
H 0.586 -0.864 -0.986

- energy (eV) = -11433.1627
- orbital gap (eV) = 8.88
- relative energy (zero: lowest compared OMol25 entry of this formula, charge and spin) (eV) = 4.5900

Listed below, in e, are the Löwdin charges computed for each atom:
1. C -0.07
2. C -0.05
3. C -0.14
4. C -0.06
5. C 0.07
6. C 0.04
7. C -0.06
8. C -0.11
9. N -0.14
10. N -0.12
11. H 0.08
12. H 0.06
13. H 0.09
14. H 0.10
15. H 0.04
16. H 0.09
17. H 0.00
18. H 0.07
19. H 0.03
20. H 0.09

Entry 9:
Formula: C8H10N2
Source: OMol25
Level of theory: the ωB97M-V functional and the def2-TZVPD basis

Positions of all 20 atoms, in Å:
C -3.404 -0.706 0.685
C -2.423 0.004 1.343
C -2.370 0.449 -0.784
C 2.272 1.353 -0.405
C 1.836 -0.109 1.321
C 1.785 -0.067 -0.179
C 1.232 1.003 0.532
C 1.507 -0.968 -1.341
N -3.345 -0.482 -0.623
N -1.800 0.754 0.353
H -3.998 -1.527 1.140
H -2.333 -0.057 2.465
H -2.252 0.956 -1.702
H 3.242 1.632 -0.122
H 1.974 1.957 -1.431
H 1.053 -0.773 1.847
H 2.638 0.301 1.902
H 1.147 -1.900 -1.000
H 2.462 -1.113 -2.043
H 0.778 -0.705 -1.959

- energy (eV) = -11429.9651
- orbital gap (spin up / spin down) (eV) = 9.01 / 5.26
- relative energy (zero: lowest compared OMol25 entry of this formula, charge and spin) (eV) = 7.7876

Listed below, in e, are the Löwdin charges computed for each atom:
1. C -0.16
2. C -0.06
3. C -0.19
4. C -0.08
5. C -0.04
6. C -0.42
7. C -0.11
8. C -0.03
9. N 0.06
10. N 0.05
11. H 0.12
12. H 0.13
13. H 0.11
14. H 0.06
15. H 0.16
16. H 0.13
17. H 0.08
18. H 0.06
19. H 0.13
20. H 0.01

Entry 10:
Formula: C8H10N2
Source: OMol25
Level of theory: the ωB97M-V functional and the def2-TZVPD basis

Positions of all 20 atoms, in Å:
C -1.622 1.183 -0.229
C 2.235 1.453 0.134
C 2.693 0.174 -0.344
C 0.885 1.340 0.492
C 1.558 -0.627 -0.360
C -1.309 -1.200 -1.027
C -1.359 -0.757 1.333
C -0.919 -0.161 -0.013
N -2.060 2.213 -0.427
N 0.456 0.156 0.012
H 2.774 2.318 0.374
H 3.711 0.071 -0.717
H 0.271 2.206 0.418
H 1.441 -1.615 -0.782
H -0.932 -2.070 -0.653
H -2.333 -1.282 -1.205
H -0.943 -0.765 -2.031
H -0.586 -1.322 1.733
H -1.661 0.002 2.088
H -2.299 -1.318 1.205

- energy (eV) = -11436.3625
- orbital gap (eV) = 9.26
- relative energy (zero: lowest compared OMol25 entry of this formula, charge and spin) (eV) = 1.3902

Listed below, in e, are the Löwdin charges computed for each atom:
1. C -0.15
2. C -0.07
3. C -0.07
4. C -0.10
5. C -0.06
6. C -0.02
7. C -0.01
8. C -0.51
9. N 0.18
10. N -0.10
11. H 0.07
12. H 0.10
13. H 0.10
14. H 0.11
15. H 0.06
16. H 0.07
17. H 0.14
18. H 0.07
19. H 0.10
20. H 0.10

Question: energy of number 6 (C8H10I2O5)?
Answer: -34896.5851 eV

Question: The highest energy belongs to which entry?
Answer: number 9

Question: energy of number 2 (C8H10CuN2Se)?
Answer: -121416.4376 eV